Density functional theory data (the ωB97M-V functional and the def2-TZVPD basis) for a structure of composition C42H44InN2OP2S2.

E_HOMO (spin up / spin down): -9.15 / -8.87 eV
orbital gap (spin up / spin down): 5.08 / 4.66 eV
charge: +1
lowest unoccupied orbital energy (spin up / spin down): -4.072 / -4.211 eV
E_tot: -3480.52608 Ha

Geometry as XYZ:
```
94
C42H44InN2OP2S2, DFT the ωB97M-V functional and the def2-TZVPD basis
In -2.156 0.675 0.482
C 2.612 0.612 -1.519
C 2.594 0.013 -0.099
P 2.577 1.370 1.140
C 4.371 1.367 1.680
C 5.452 0.707 1.115
C 6.713 0.670 1.709
C 6.874 1.340 2.929
C 5.830 2.002 3.553
C 4.617 2.063 2.875
C 1.721 0.648 2.534
C 2.260 -0.396 3.284
C 1.479 -1.079 4.207
C 0.144 -0.779 4.311
C -0.360 0.409 3.704
C 0.415 1.114 2.838
C 1.209 0.728 -2.135
P 0.154 1.950 -1.277
C -1.335 2.038 -2.368
C -2.418 2.861 -1.936
C -3.560 2.973 -2.736
C -3.595 2.346 -3.957
C -2.517 1.600 -4.425
C -1.445 1.380 -3.586
C 0.878 3.551 -1.727
C 1.613 3.727 -2.920
C 2.135 4.966 -3.268
C 1.854 6.074 -2.479
C 1.183 5.905 -1.303
C 0.606 4.679 -0.957
H 3.245 -0.007 -2.145
H 3.123 1.580 -1.510
H 3.383 -0.696 0.126
H 1.585 -0.483 0.047
H 5.224 0.050 0.284
H 7.524 0.171 1.230
H 7.799 1.104 3.443
H 6.018 2.622 4.445
H 3.778 2.639 3.250
H 3.262 -0.728 3.032
H 1.898 -1.887 4.798
H -0.494 -1.327 4.997
H -1.440 0.619 3.801
H 0.034 2.003 2.329
H 0.782 -0.270 -1.987
H 1.192 0.975 -3.206
H -2.442 3.489 -1.038
H -4.445 3.498 -2.394
H -4.467 2.575 -4.545
H -2.520 1.085 -5.370
H -0.611 0.697 -3.932
H 1.779 2.854 -3.576
H 2.806 4.999 -4.109
H 2.207 7.071 -2.796
H 1.057 6.728 -0.593
H 0.033 4.585 0.000
C -6.563 -0.648 2.057
C -5.360 0.170 1.623
S -4.565 -0.256 0.135
C -4.948 1.310 2.440
C -5.888 1.771 3.557
S -3.499 2.216 2.290
H -6.736 -1.339 1.262
H -7.488 -0.038 2.217
H -6.495 -1.217 3.008
H -5.995 2.856 3.544
H -5.450 1.380 4.475
H -6.838 1.273 3.404
C -0.606 -5.933 -0.723
N -0.730 -4.718 0.135
N -0.732 -3.469 -0.530
C -1.257 -2.530 0.308
O -1.212 -1.242 0.053
C -1.670 -3.254 1.513
C -1.305 -4.609 1.364
C -1.482 -5.784 2.303
C -0.046 -3.314 -1.774
C 1.308 -3.622 -1.978
C 1.860 -3.713 -3.274
C 1.084 -3.255 -4.361
C -0.183 -2.726 -4.118
C -0.772 -2.777 -2.861
H 0.436 -6.283 -0.719
H -1.029 -5.776 -1.722
H -1.198 -6.722 -0.213
H -2.085 -2.761 2.382
H -0.982 -5.543 3.297
H -0.849 -6.594 1.928
H -2.528 -6.145 2.404
H 1.869 -3.970 -1.126
H 2.811 -4.226 -3.452
H 1.443 -3.306 -5.353
H -0.784 -2.322 -4.969
H -1.749 -2.345 -2.778
```

Atomic charges from the Löwdin analysis, expressed in e, are listed below: atom 1 (In): 0.62, atom 2 (C): -0.30, atom 3 (C): -0.36, atom 4 (P): 1.04, atom 5 (C): -0.36, atom 6 (C): -0.10, atom 7 (C): -0.07, atom 8 (C): -0.09, atom 9 (C): -0.07, atom 10 (C): -0.12, atom 11 (C): -0.40, atom 12 (C): -0.07, atom 13 (C): -0.08, atom 14 (C): -0.07, atom 15 (C): -0.10, atom 16 (C): -0.15, atom 17 (C): -0.36, atom 18 (P): 1.02, atom 19 (C): -0.39, atom 20 (C): -0.12, atom 21 (C): -0.07, atom 22 (C): -0.07, atom 23 (C): -0.06, atom 24 (C): -0.10, atom 25 (C): -0.37, atom 26 (C): -0.08, atom 27 (C): -0.07, atom 28 (C): -0.08, atom 29 (C): -0.09, atom 30 (C): -0.09, atom 31 (H): 0.11, atom 32 (H): 0.09, atom 33 (H): 0.07, atom 34 (H): 0.08, atom 35 (H): 0.08, atom 36 (H): 0.10, atom 37 (H): 0.10, atom 38 (H): 0.12, atom 39 (H): 0.10, atom 40 (H): 0.11, atom 41 (H): 0.11, atom 42 (H): 0.11, atom 43 (H): 0.08, atom 44 (H): 0.08, atom 45 (H): 0.07, atom 46 (H): 0.07, atom 47 (H): 0.10, atom 48 (H): 0.12, atom 49 (H): 0.11, atom 50 (H): 0.11, atom 51 (H): 0.11, atom 52 (H): 0.11, atom 53 (H): 0.11, atom 54 (H): 0.12, atom 55 (H): 0.11, atom 56 (H): 0.12, atom 57 (C): -0.14, atom 58 (C): -0.74, atom 59 (S): 0.58, atom 60 (C): -0.78, atom 61 (C): -0.12, atom 62 (S): 0.60, atom 63 (H): 0.04, atom 64 (H): 0.09, atom 65 (H): 0.09, atom 66 (H): 0.08, atom 67 (H): 0.08, atom 68 (H): 0.05, atom 69 (C): 0.03, atom 70 (N): -0.04, atom 71 (N): 0.06, atom 72 (C): -0.33, atom 73 (O): -0.22, atom 74 (C): 0.09, atom 75 (C): -0.22, atom 76 (C): 0.00, atom 77 (C): -0.20, atom 78 (C): -0.02, atom 79 (C): -0.04, atom 80 (C): -0.06, atom 81 (C): -0.08, atom 82 (C): -0.01, atom 83 (H): 0.10, atom 84 (H): 0.11, atom 85 (H): 0.10, atom 86 (H): 0.12, atom 87 (H): 0.12, atom 88 (H): 0.07, atom 89 (H): 0.10, atom 90 (H): 0.11, atom 91 (H): 0.11, atom 92 (H): 0.09, atom 93 (H): 0.13, atom 94 (H): 0.12

Density functional theory data (the ωB97M-V functional and the def2-TZVPD basis) for a cluster of 9 separate species, C42H44N9O17 in total.

E_HOMO: -6.73 eV
orbital gap: 7.08 eV
charge: -1
lowest unoccupied orbital energy: 0.350 eV
E_tot: -3397.20751 Ha
relative energy (zero: lowest compared OMol25 entry of this formula, charge and spin): 78.2 kcal/mol

Geometry as XYZ:
```
112
C42H44N9O17, DFT the ωB97M-V functional and the def2-TZVPD basis
N 0.002 0.485 -0.551
O 0.904 1.295 -0.407
O 0.214 -0.744 -0.586
O -1.274 0.882 -0.717
C -0.771 -3.801 -2.442
C -1.609 -4.057 -1.097
C -2.328 -5.362 -0.844
C -1.983 -6.503 -1.865
C -1.141 -6.194 -3.119
C -0.513 -4.849 -3.374
N -2.377 -7.908 -1.617
O -3.158 -8.134 -0.639
O -2.007 -8.774 -2.410
H -0.214 -2.824 -2.602
H -1.595 -3.111 -0.387
H -2.875 -5.547 0.132
H -0.788 -7.079 -3.757
H 0.171 -4.660 -4.294
C 3.695 0.670 -4.443
C 2.434 0.519 -3.522
C 1.385 -0.426 -3.897
C 1.605 -1.259 -5.175
C 2.800 -1.040 -6.205
C 3.821 0.032 -5.725
N 0.529 -2.250 -5.409
O 0.854 -3.084 -6.326
O -0.576 -2.070 -5.014
H 4.435 1.216 -4.122
H 2.390 1.000 -2.620
H 0.620 -0.532 -3.275
H 2.904 -1.716 -7.211
H 4.780 -0.086 -6.292
C 0.719 -4.452 1.996
C 0.677 -4.689 3.541
C 1.197 -3.579 4.497
C 1.872 -2.237 3.926
C 1.578 -2.041 2.434
C 1.247 -3.270 1.541
N 2.190 -1.161 4.811
O 3.043 -0.334 4.519
O 1.956 -1.244 6.079
H 0.208 -5.170 1.353
H 0.362 -5.602 4.145
H 1.133 -3.874 5.702
H 1.755 -1.127 2.047
H 1.008 -3.140 0.597
C -3.254 -1.871 3.868
C -2.482 -1.551 2.513
C -3.352 -0.890 1.359
C -4.554 0.014 1.886
C -5.213 -0.320 3.253
C -4.547 -1.366 4.166
N -5.184 0.857 0.938
O -4.477 1.370 -0.031
O -6.450 0.961 0.894
H -2.686 -2.359 4.616
H -1.491 -1.897 2.125
H -3.060 -0.695 0.405
H -6.179 0.106 3.528
H -4.894 -1.616 5.086
C -1.803 2.080 -5.858
C -1.955 1.833 -4.367
C -2.562 2.816 -3.401
C -3.140 4.244 -4.100
C -2.807 4.403 -5.556
C -2.235 3.294 -6.428
N -3.611 5.201 -3.212
O -3.742 6.364 -3.714
O -3.712 4.912 -2.043
H -1.310 1.409 -6.238
H -1.762 0.999 -3.932
H -2.849 2.594 -2.451
H -2.713 5.441 -5.897
H -2.053 3.561 -7.518
C -2.988 4.890 1.544
C -2.245 3.642 1.256
C -1.305 2.926 2.196
C -1.267 3.455 3.557
C -2.247 4.516 3.932
C -3.057 5.246 2.851
N -0.292 2.824 4.579
O -0.094 1.556 4.309
O -0.190 3.367 5.587
H -3.336 5.483 0.952
H -2.472 3.043 0.197
H -0.864 1.971 2.000
H -2.157 4.787 4.977
H -3.805 6.128 2.967
C 2.020 4.203 1.735
O 1.741 5.422 1.747
N 2.662 3.655 2.800
C 2.953 2.180 2.612
C 3.286 4.411 3.852
H 1.655 3.551 0.973
H 1.979 1.752 2.486
H 3.294 1.587 3.554
H 3.274 2.088 1.462
H 2.408 4.980 4.430
H 4.025 5.081 3.646
H 3.636 3.705 4.632
C 4.568 -2.175 0.882
O 5.184 -2.916 1.721
N 4.784 -0.821 0.675
C 4.203 -0.220 -0.418
C 5.765 -0.132 1.471
H 3.671 -2.484 0.266
H 3.086 0.003 -0.200
H 4.470 -0.785 -1.340
H 4.536 0.814 -0.381
H 6.149 0.932 0.994
H 6.521 -0.918 1.860
H 5.245 0.192 2.369
```

Here are the Löwdin charges for atoms 1 to 99, given in e: atom 1 (N): -0.56, atom 2 (O): -0.04, atom 3 (O): -0.08, atom 4 (O): -0.12, atom 5 (C): -0.05, atom 6 (C): -0.02, atom 7 (C): 0.01, atom 8 (C): -0.09, atom 9 (C): 0.03, atom 10 (C): -0.09, atom 11 (N): -0.36, atom 12 (O): 0.02, atom 13 (O): 0.04, atom 14 (H): 0.08, atom 15 (H): 0.10, atom 16 (H): 0.10, atom 17 (H): 0.11, atom 18 (H): 0.11, atom 19 (C): -0.02, atom 20 (C): 0.03, atom 21 (C): 0.04, atom 22 (C): -0.06, atom 23 (C): 0.05, atom 24 (C): -0.08, atom 25 (N): -0.37, atom 26 (O): -0.01, atom 27 (O): 0.09, atom 28 (H): 0.02, atom 29 (H): 0.04, atom 30 (H): 0.02, atom 31 (H): 0.14, atom 32 (H): 0.09, atom 33 (C): -0.06, atom 34 (C): -0.03, atom 35 (C): 0.02, atom 36 (C): -0.07, atom 37 (C): 0.10, atom 38 (C): -0.07, atom 39 (N): -0.32, atom 40 (O): 0.04, atom 41 (O): 0.01, atom 42 (H): 0.09, atom 43 (H): 0.09, atom 44 (H): 0.14, atom 45 (H): 0.04, atom 46 (H): 0.02, atom 47 (C): -0.05, atom 48 (C): 0.04, atom 49 (C): 0.10, atom 50 (C): -0.09, atom 51 (C): 0.07, atom 52 (C): -0.07, atom 53 (N): -0.31, atom 54 (O): 0.01, atom 55 (O): 0.03, atom 56 (H): 0.06, atom 57 (H): 0.06, atom 58 (H): 0.02, atom 59 (H): 0.08, atom 60 (H): 0.04, atom 61 (C): -0.03, atom 62 (C): 0.02, atom 63 (C): 0.15, atom 64 (C): -0.07, atom 65 (C): 0.03, atom 66 (C): -0.06, atom 67 (N): -0.39, atom 68 (O): 0.02, atom 69 (O): 0.09, atom 70 (H): -0.01, atom 71 (H): 0.00, atom 72 (H): 0.03, atom 73 (H): 0.09, atom 74 (H): 0.11, atom 75 (C): -0.09, atom 76 (C): 0.01, atom 77 (C): 0.01, atom 78 (C): -0.10, atom 79 (C): 0.03, atom 80 (C): -0.06, atom 81 (N): -0.32, atom 82 (O): -0.01, atom 83 (O): 0.12, atom 84 (H): -0.01, atom 85 (H): 0.13, atom 86 (H): 0.07, atom 87 (H): 0.08, atom 88 (H): 0.13, atom 89 (C): -0.32, atom 90 (O): -0.03, atom 91 (N): -0.19, atom 92 (C): -0.04, atom 93 (C): -0.06, atom 94 (H): 0.11, atom 95 (H): 0.03, atom 96 (H): 0.10, atom 97 (H): 0.11, atom 98 (H): 0.13, atom 99 (H): 0.04

| no. | strongest force on any atom (eV Å⁻¹) |
| --- | --- |
| 1 | 4.26 |
| 2 | 13.56 |